[1]
Entry from the Open Molecules 2025 dataset: one molecule with the formula C20H28N4O4 (the ωB97M-V functional and the def2-TZVPD basis).

Positions of all 56 atoms, in Å:
C -5.46999 6.27835 -0.18465
C -3.97816 6.48638 -0.03718
O -3.35402 6.33550 -1.34787
N -2.73629 5.10628 -1.40476
C -2.71110 4.57899 -0.24905
C -2.09273 3.23677 -0.02228
O -2.08447 2.74767 1.09719
N -1.57197 2.64380 -1.11243
C -0.93526 1.34080 -1.02949
C 0.48800 1.42206 -0.48594
C 1.18716 0.06949 -0.41751
C 2.66995 0.23292 -0.08040
C 3.36789 -1.11685 0.06012
C 2.63507 -2.01456 1.05391
N 1.22552 -2.14025 0.68761
C 0.77344 -3.11876 -0.16567
O -0.14411 -2.92034 -0.94787
C 1.40680 -4.46917 -0.07056
C 1.76549 -5.05645 1.13407
C 2.26878 -6.34822 1.16221
C 2.43045 -7.08229 -0.00807
N 2.88679 -8.38920 -0.01462
C 2.06166 -6.47908 -1.21939
O 2.25277 -7.24208 -2.34493
C 1.54868 -5.20220 -1.24761
C 0.54286 -0.85242 0.61905
C -3.28613 5.43838 0.83775
C -2.19328 5.99253 1.75037
H -5.96624 6.43224 0.77515
H -5.88534 6.97723 -0.90932
H -5.67769 5.26172 -0.52312
H -3.74845 7.50245 0.28571
H -1.62789 3.13954 -1.98685
H -1.55340 0.70885 -0.39230
H -0.93475 0.90255 -2.02829
H 1.06825 2.09589 -1.12420
H 0.45714 1.87432 0.51005
H 1.10128 -0.42842 -1.39135
H 3.16190 0.83867 -0.84566
H 2.75590 0.78584 0.86334
H 3.39299 -1.62186 -0.91126
H 4.40355 -0.98517 0.38166
H 3.09526 -2.99665 1.09509
H 2.68168 -1.57804 2.05680
H 1.63120 -4.51349 2.06085
H 2.52872 -6.80795 2.10855
H 3.25938 -8.71426 -0.89162
H 3.42485 -8.67003 0.78759
H 1.91530 -6.76812 -3.11117
H 1.23465 -4.75721 -2.18555
H 0.60957 -0.38613 1.60828
H -0.50291 -1.04089 0.39582
H -4.00978 4.87324 1.42729
H -1.67967 5.18027 2.26224
H -1.46259 6.56029 1.17123
H -2.62670 6.65706 2.49906

For the energy above the lowest of the compared OMol25 structures with the same formula, charge and spin, the calculation gives 40.9 kcal per mole. The SMILES is C[C@@H]1ON=C(C(=O)NCC[C@H]2CCCN(C(=O)c3ccc(N)c(O)c3)C2)[C@H]1C.

[2]
Entry from the Open Molecules 2025 dataset: C20H29Cl3CsN3O3PS2 as an isolated structure in a non-equilibrium geometry (the ωB97M-V functional and the def2-TZVPD basis).

Positions of all 62 atoms, in Å:
Cs -0.94843 -0.13537 -1.36247
N 2.30927 -1.05528 0.73528
C 2.59320 -1.61446 1.94447
C 3.52691 -2.60500 2.14729
C 3.78629 -3.09264 3.44733
C 3.13264 -2.61067 4.54506
C 2.15209 -1.59788 4.36692
C 1.40410 -1.04294 5.43320
C 0.46678 -0.08798 5.18357
C 0.25641 0.32913 3.84814
N 0.92667 -0.15441 2.83641
C 1.87321 -1.10506 3.08316
H 1.48282 -0.48394 0.74124
H 2.52739 -1.54021 -0.11801
H 4.06387 -3.00849 1.29693
H 4.52983 -3.87247 3.56660
H 3.34083 -2.98763 5.53858
H 1.58871 -1.39278 6.44300
H -0.11945 0.35016 5.98088
H -0.49470 1.08109 3.62478
Cl -0.32023 2.86072 -1.30320
C 1.09614 3.61835 -2.04769
Cl 0.89090 3.78653 -3.81043
Cl 1.39603 5.22282 -1.34019
C 2.30373 2.79194 -1.81070
N 3.22659 2.13842 -1.61811
C -3.34194 -2.61742 -4.97613
C -1.98464 -2.08527 -5.38841
C -1.39209 -2.86189 -6.55275
O -1.02340 -1.98865 -4.31731
P -0.67814 -3.03895 -3.14183
S 1.05929 -2.42321 -2.44960
S -2.16659 -3.23781 -1.85923
O -0.52749 -4.36061 -4.05069
C -0.43274 -5.73226 -3.60406
C -1.81528 -6.35603 -3.60192
C 0.29719 -5.90803 -2.28626
H -4.00693 -2.54794 -5.84249
H -3.76807 -2.04928 -4.15134
H -3.28343 -3.65922 -4.65835
H -2.09991 -1.04494 -5.69683
H -1.38755 -3.93201 -6.34750
H -0.36495 -2.54548 -6.73732
H -1.98349 -2.67579 -7.45388
H 0.16294 -6.20334 -4.38809
H -2.43686 -5.89983 -2.83151
H -1.73774 -7.43073 -3.41164
H -2.30032 -6.21024 -4.56942
H -0.25780 -5.46139 -1.46040
H 1.28395 -5.44925 -2.31477
H 0.40435 -6.97968 -2.09714
C -1.80355 3.29754 1.51636
C -2.69616 2.38168 0.67765
C -3.22857 1.25762 1.56400
O -2.06548 1.80553 -0.42246
H -2.36850 3.68248 2.37242
H -1.42668 4.15184 0.95165
H -0.93617 2.74239 1.89428
H -3.56461 2.98712 0.35959
H -2.39103 0.66676 1.95364
H -3.87356 0.59214 0.98715
H -3.80354 1.63869 2.41789

Its charge is -1.

[3]
Entry from the Open Molecules 2025 dataset: an isolated ion of composition C20H29N2O2 and charge +1 (the ωB97M-V functional and the def2-TZVPD basis).

Positions of all 53 atoms, in Å:
C 4.36702 0.55296 -3.05196
H 5.39721 0.66105 -2.72667
H 3.86652 1.51005 -2.92955
H 4.36634 0.29753 -4.10803
C 3.67740 -0.53522 -2.21675
C 2.26066 -0.69975 -2.62806
N 1.21773 -0.09290 -2.04870
C 0.06861 -0.45470 -2.72394
C -1.26880 -0.13001 -2.53549
C -2.17326 -0.66899 -3.42713
C -1.77006 -1.50094 -4.47498
C -0.44435 -1.82902 -4.67093
C 0.47180 -1.29335 -3.77516
N 1.84382 -1.41630 -3.67873
C 2.63321 -2.19659 -4.59449
H 3.66309 -2.26418 -4.25610
H 2.61425 -1.73943 -5.58545
H 2.21633 -3.20162 -4.66627
H -0.13825 -2.46953 -5.48134
H -2.51606 -1.89572 -5.14591
H -3.22178 -0.44402 -3.31452
H -1.59301 0.50676 -1.72879
C 1.21788 0.68055 -0.83461
H 2.12337 1.28275 -0.76317
H 0.34901 1.34065 -0.85445
C 1.08824 -0.25590 0.40097
O 0.16012 -1.26879 0.14624
H -0.71500 -0.92315 0.37614
C 0.65991 0.57628 1.61366
O -0.64080 1.03788 1.32083
C -1.22048 1.87113 2.31249
C -1.59425 1.15451 3.61354
C -2.33458 2.11216 4.54672
C -2.55463 1.44788 5.90336
C -3.08977 0.05836 5.74870
C -3.05862 -0.61248 4.61022
C -2.47616 -0.06579 3.34142
H -1.89933 -0.85018 2.84300
H -3.28998 0.21471 2.66353
H -3.47104 -1.60922 4.54605
H -3.50902 -0.39052 6.63734
H -3.24875 2.04232 6.50100
H -1.61138 1.40538 6.45818
H -1.76739 3.03702 4.66957
H -3.30050 2.36430 4.10507
H -0.68097 0.82463 4.12063
H -2.12283 2.26519 1.83762
H -0.54166 2.70835 2.52697
H 1.34762 1.41777 1.77612
H 0.66542 -0.06129 2.50562
H 2.04594 -0.75100 0.59561
H 4.20807 -1.48088 -2.33784
H 3.72312 -0.26868 -1.16159

Its charge is +1. For the energy above the lowest of the compared OMol25 structures with the same formula, charge and spin, the calculation gives 25.0 kcal per mole. The SMILES is CCc1n(C[C@H](O)COC[C@@H]2CC=CCC2)c2ccccc2[n+]1C.

[4]
Entry from the Open Molecules 2025 dataset: one molecule with the formula C20H29N3O3S (the ωB97M-V functional and the def2-TZVPD basis).

Positions of all 56 atoms, in Å:
C 0.13458 -5.46837 -0.10590
C 0.56657 -4.49019 0.97618
C -0.56385 -3.58949 1.47044
C -0.16296 -2.75787 2.70109
C 1.08330 -1.90811 2.48294
O 2.17481 -2.44032 2.62252
N 0.97003 -0.59265 2.12741
C 2.19692 0.16696 1.93338
C -0.28015 0.14585 2.00264
C -0.45249 0.80155 0.62534
N -0.04460 2.19122 0.81976
C 0.27086 3.09636 -0.13618
O 0.64828 4.22304 0.15622
C 0.13296 2.65049 -1.55335
C 0.51617 3.47194 -2.52610
C 0.42306 3.15968 -3.93867
C 0.76683 3.86378 -5.04543
C 0.42203 3.00158 -6.12264
C 0.57575 3.24150 -7.58983
N -0.08394 1.88323 -5.68271
O -0.08689 1.97288 -4.30229
C 0.03829 2.58004 2.22322
C -0.38663 1.32700 2.96326
C -1.53594 1.37117 3.93115
C -0.13142 1.14619 4.42209
S -1.22502 -2.51065 0.14515
C -2.67382 -3.45255 -0.37502
H 0.95930 -6.12582 -0.38099
H -0.69272 -6.09776 0.23243
H -0.18165 -4.94072 -1.00694
H 0.96353 -5.03323 1.83867
H 1.38714 -3.86926 0.61347
H -1.40849 -4.21370 1.77578
H -1.02311 -2.19458 3.05683
H 0.12657 -3.45549 3.48790
H 3.03720 -0.51199 2.02178
H 2.21022 0.63274 0.94664
H 2.28461 0.94776 2.69092
H -1.09475 -0.54892 2.15877
H 0.15705 0.29779 -0.12350
H -1.49833 0.73214 0.31367
H -0.28355 1.67986 -1.78535
H 0.92318 4.44041 -2.26087
H 1.20037 4.84735 -5.09064
H 0.98502 4.23282 -7.77264
H 1.24496 2.50326 -8.02963
H -0.38706 3.16422 -8.09273
H 1.05681 2.89652 2.46183
H -0.61527 3.43208 2.42319
H -1.99227 2.33319 4.12274
H -2.21938 0.53185 3.94640
H 0.13975 0.15389 4.76038
H 0.35639 1.95459 4.95066
H -3.16879 -2.86379 -1.14551
H -2.39559 -4.41697 -0.79376
H -3.36385 -3.59255 0.45584

For the energy above the lowest of the compared OMol25 structures with the same formula, charge and spin, the calculation gives 61.8 kcal per mole. The SMILES is CC[C@@H](CC(=O)N(C)[C@@H]1CN(C(=O)/C=C/c2cc(C)no2)CC12CC2)SC.

Number 1: molecular weight 388.47 g mol⁻¹, LUMO 0.7138 eV, DFT total energy -1298.91776 a.u.. Number 2: molecular weight 693.84 g mol⁻¹, LUMO 2.2010 eV, DFT total energy -3708.09368 a.u.. Number 3: molecular weight 329.46 g mol⁻¹, LUMO -2.7524 eV, DFT total energy -1039.29059 a.u.. Number 4: molecular weight 391.54 g mol⁻¹, LUMO -0.0447 eV, DFT total energy -1567.62808 a.u..